1.
Computed, not measured: 2 unconnected molecules or ions with the total composition C3H2BrF3, with the ωB97M-V functional and the def2-TZVPD basis.

```
9
Properties=species:S:1:pos:R:3
Br -3.215 0.993 0.218
F -1.605 -2.765 -0.059
F 0.924 -0.592 1.455
F -4.246 -1.396 -0.146
C -1.843 -1.460 -0.066
C 0.331 -0.166 0.354
C -3.015 -0.859 -0.052
H 0.786 -0.354 -0.515
H -0.426 0.578 0.347
```

E_HOMO (alpha / beta)   -0.348 / -0.343 Eh
Total charge   0
Energy above the lowest of the compared OMol25 structures with the same formula, charge and spin   111.3 kcal per mole
LUMO energy (alpha / beta)   -0.521 / -1.050 eV
Spin multiplicity   1
Gap between HOMO and LUMO (alpha / beta)   9.0 / 8.3 eV

---

2.
Computed, not measured: a gas-phase ion, C7H14N3 (charge +1), with the ωB97M-V functional and the def2-TZVPD basis.

```
24
Properties=species:S:1:pos:R:3
N -2.529 -0.658 0.064
N -2.256 1.364 -1.034
N -0.269 0.073 0.098
C 1.162 1.008 -1.636
C 2.153 -0.475 0.050
C -0.839 -2.127 0.957
C -1.167 -0.748 0.331
C -2.943 0.507 -0.566
C 1.000 0.483 -0.181
C 1.061 1.695 0.797
H -1.678 -2.719 1.388
H 0.121 2.273 0.777
H -3.134 -1.401 0.375
H 1.946 2.234 0.529
H 1.911 -1.499 -0.126
H 2.456 -0.489 1.109
H -0.151 -2.192 1.779
H -0.368 -2.678 0.124
H 1.193 1.378 1.863
H 0.951 2.127 -1.518
H 2.113 0.791 -2.109
H 2.914 -0.151 -0.568
H 0.322 0.551 -2.111
H -3.968 0.652 -0.391
```

E_HOMO (alpha / beta)   -0.535 / -0.534 Eh
Total charge   +1
Energy above the lowest of the compared OMol25 structures with the same formula, charge and spin   132.4 kcal per mole
LUMO energy (alpha / beta)   -5.188 / -6.817 eV
Spin multiplicity   1
Gap between HOMO and LUMO (alpha / beta)   9.4 / 7.7 eV

---

Number 1 is which compound?
C3H2BrF3

---

What is the total charge in the second record?
+1

---

What is the total charge in the first record?
0

---

Which of these has the lowest energy above the lowest of the compared OMol25 structures with the same formula, charge and spin?
C3H2BrF3